Entry a
# C7H12

One molecule with the formula C7H12 (wB97M-V/def2-TZVPD, the OMol25 dataset).

Last column: Löwdin charge in e.
Atoms and positions in Å:
C 0.200 0.066 1.237  0.040
C -0.446 -0.174 0.177  -0.146
C 1.078 -0.104 0.035  -0.437
C 1.735 1.204 -0.430  -0.072
C 2.035 -1.293 0.004  -0.053
C -2.762 0.457 0.102  -0.141
C -1.770 -0.439 -0.542  -0.208
H 0.096 0.057 2.260  0.087
H 2.441 1.057 -1.289  0.069
H 2.408 1.603 0.389  0.090
H 0.896 1.916 -0.728  0.093
H 2.735 -1.235 -0.864  0.085
H 1.455 -2.160 0.111  0.053
H 2.684 -1.474 0.840  0.066
H -2.777 0.258 1.107  0.042
H -3.740 0.489 -0.335  0.064
H -2.385 1.562 0.000  0.119
H -1.647 -0.249 -1.602  0.096
H -2.237 -1.542 -0.472  0.155

Properties
**Lowest unoccupied orbital energy**: 0.038 Ha
**SMILES**: CCC1=CC1(C)C
**Net charge**: 0

=====

Entry b
# C7H12

C7H12 as an isolated structure (wB97M-V/def2-TZVPD, the OMol25 dataset).

Last column: Löwdin charge in e.
Atoms and positions in Å:
C 1.053 -0.137 -1.995  -0.107
C -0.476 0.172 -1.907  -0.249
C -0.618 0.112 -0.399  -0.326
C -1.887 0.328 0.423  -0.180
C -1.279 0.166 1.766  -0.057
C -0.228 -0.040 2.331  -0.114
C 1.208 -0.295 2.479  -0.098
H 1.594 0.682 -2.491  0.051
H 1.622 -0.290 -0.679  0.168
H 1.230 -1.073 -2.545  0.052
H -0.775 1.161 -2.298  0.106
H -1.136 -0.565 -2.400  0.106
H 0.123 0.833 -0.037  0.100
H -0.223 -0.874 -0.128  0.106
H -2.311 1.324 0.262  0.110
H -2.651 -0.422 0.198  0.110
H 1.627 -0.345 1.409  0.073
H 1.412 -1.249 2.985  0.074
H 1.717 0.511 3.025  0.075

Properties
**Lowest unoccupied orbital energy**: 0.038 Ha
**Net charge**: 0

=====

Entry c
# C7H12

One molecule with the formula C7H12 (wB97M-V/def2-TZVPD, the OMol25 dataset).

Last column: Löwdin charge in e.
Atoms and positions in Å:
C -1.835 -0.002 0.735  -0.063
C -1.216 -0.525 -0.546  -0.244
C -0.061 0.086 -1.301  -0.227
C 0.818 1.195 -0.758  -0.153
C 1.312 0.723 0.632  -0.171
C 1.008 -0.816 0.719  -0.144
C 0.159 -1.166 -0.506  -0.213
H -2.782 0.519 0.556  0.075
H -2.045 -0.839 1.414  0.082
H -1.176 0.690 1.261  0.060
H -1.962 -0.961 -1.214  0.129
H -0.131 -0.012 -2.381  0.131
H 1.668 1.299 -1.443  0.107
H 0.309 2.168 -0.732  0.108
H 2.376 0.944 0.781  0.098
H 0.792 1.284 1.421  0.090
H 0.485 -1.026 1.658  0.098
H 1.896 -1.464 0.733  0.105
H 0.384 -2.095 -1.029  0.130

Properties
**Lowest unoccupied orbital energy**: 0.042 Ha
**SMILES**: C[C@H]1[C@H]2CCC[C@@H]12
**Net charge**: 0

=====

Preferred: entry c; penalty for the next structure: 0.0983 hartree.